--- w ---
A 2-piece molecular cluster, C10H15NO2 overall. Source: the Open Molecules 2025 dataset; level of theory: wB97M-V/def2-TZVPD.

Geometry as XYZ:
```
28
Properties=species:S:1:pos:R:3:lowdin_charge:R:1
C 2.03 -2.31 2.21 0.130
C 1.90 -1.37 1.48 -0.123
C 1.69 -0.21 0.70 -0.214
C 1.85 1.18 1.23 -0.182
C 0.43 1.60 1.12 -0.166
N -0.03 0.26 0.52 0.017
C -0.63 -0.12 -0.73 -0.637
C -2.16 -0.10 -0.54 -0.030
C -0.25 0.80 -1.91 -0.047
C -0.27 -1.60 -1.11 -0.049
H 1.95 -3.16 2.86 0.050
H 2.17 -0.31 -0.31 0.139
H 2.61 1.87 0.74 0.139
H 2.03 1.12 2.32 0.112
H -0.01 1.72 2.12 0.097
H 0.40 2.46 0.44 0.110
H -2.39 -1.11 -0.26 0.060
H -2.26 0.57 0.34 0.091
H -2.59 0.23 -1.51 0.086
H -1.05 1.54 -2.05 0.076
H -0.11 0.19 -2.86 0.097
H 0.71 1.24 -1.74 0.057
H -0.74 -2.26 -0.38 0.060
H -0.90 -1.91 -2.04 0.118
H 0.80 -1.86 -1.13 0.073
O -0.11 0.00 4.07 0.187
C -0.51 -0.95 3.53 -0.476
O -0.93 -1.88 3.07 0.226
```

Output
E_HOMO in eV: -8.460
Orbital gap in eV: 9.23
Spin multiplicity: 1
Structure (SMILES): C#C[C@@H]1CCN1C(C)(C)C.O=C=O

---

--- x ---
A 2-piece molecular cluster, C10H15NO2 overall. Source: the Open Molecules 2025 dataset; level of theory: wB97M-V/def2-TZVPD.

Geometry as XYZ:
```
28
Properties=species:S:1:pos:R:3:lowdin_charge:R:1
C 0.55 2.54 0.10 -0.047
C -0.70 1.83 0.54 -0.286
C -0.64 0.56 1.12 -0.069
C -1.72 -0.25 1.27 -0.013
C -2.99 0.30 0.98 -0.332
O -4.05 -0.56 1.10 0.021
C -3.15 1.61 0.58 -0.003
C -1.96 2.36 0.40 -0.047
H 0.72 2.88 -0.91 0.078
H 1.40 1.95 0.50 0.072
H 0.73 3.39 0.79 0.084
H 0.34 0.15 1.39 0.089
H -1.63 -1.30 1.46 0.107
H -4.68 -0.27 1.77 0.105
H -4.13 2.01 0.36 0.110
H -2.01 3.42 0.21 0.112
C 1.79 -2.92 -1.74 -0.068
C 1.30 -1.45 -1.59 -0.146
C 2.42 -0.76 -0.83 -0.586
N 2.44 -0.94 0.53 0.144
O 3.30 -0.13 -1.38 0.046
H 2.88 -2.82 -1.71 0.088
H 1.53 -3.40 -2.64 0.055
H 1.38 -3.52 -0.97 0.063
H 1.22 -0.80 -2.46 0.121
H 0.43 -1.36 -0.94 0.094
H 3.22 -0.76 1.13 0.106
H 2.00 -1.76 0.94 0.102
```

Output
E_HOMO in eV: -8.579
Orbital gap in eV: 9.29
Spin multiplicity: 1
Structure (SMILES): Cc1ccc(O)cc1.CCC(N)=O

---

Which of them is the most stable? Correct choice: x.

---

--- w ---
One molecule with the formula C2H4N4. Source: the Open Molecules 2025 dataset; level of theory: wB97M-V/def2-TZVPD.

Geometry as XYZ:
```
10
Properties=species:S:1:pos:R:3:lowdin_charge:R:1
N 0.89 -0.68 -1.11 0.068
C 0.07 0.12 -0.26 -0.455
C -1.03 -0.40 0.56 -0.098
N -1.17 0.35 1.60 0.032
N -0.15 1.32 1.56 -0.037
N 0.64 1.14 0.61 0.034
H 1.68 -0.13 -1.44 0.082
H 0.38 -1.03 -1.91 0.085
H -0.34 1.06 -0.73 0.175
H -1.68 -1.25 0.37 0.114
```

Output
E_HOMO in eV: -10.138
Orbital gap in eV: 10.21
Spin multiplicity: 1
Structure (SMILES): N[C@H]1C=NN=N1

---

--- x ---
One molecule with the formula C2H4N4. Source: the Open Molecules 2025 dataset; level of theory: wB97M-V/def2-TZVPD.

Geometry as XYZ:
```
10
Properties=species:S:1:pos:R:3:lowdin_charge:R:1
N -1.82 -0.15 -0.24 0.120
C -0.44 -0.16 -0.18 -0.312
N 0.69 -1.18 -0.36 0.074
C 1.75 -0.51 0.05 -0.329
N 1.57 0.78 0.21 0.001
N 0.23 0.95 0.10 0.003
H -2.32 0.45 0.40 0.098
H -2.25 -1.06 -0.32 0.091
H 2.67 -1.04 0.24 0.100
H -0.11 1.91 0.11 0.154
```

Output
E_HOMO in eV: -8.509
Orbital gap in eV: 9.16
Spin multiplicity: 1
Structure (SMILES): Nc1ncn[nH]1

---

Which of them is the most stable? Correct choice: x.

---

--- w ---
One molecule with the formula C2H4N4. Source: the Open Molecules 2025 dataset; level of theory: wB97M-V/def2-TZVPD.

Geometry as XYZ:
```
10
Properties=species:S:1:pos:R:3:lowdin_charge:R:1
N -1.69 -0.27 -0.28 0.131
C -0.34 -0.12 -0.06 -0.491
N 0.53 -1.09 -0.01 0.082
C 1.72 -0.39 0.15 -0.254
N 1.64 0.90 0.18 0.048
N 0.28 1.06 0.09 0.037
H -2.29 0.40 0.18 0.090
H -2.01 -1.22 -0.15 0.096
H 2.26 -1.27 -0.23 0.113
H -0.11 1.98 0.13 0.147
```

Output
E_HOMO in eV: -9.158
Orbital gap in eV: 9.88
Spin multiplicity: 1
Structure (SMILES): Nc1ncn[nH]1

---

--- x ---
A 2-piece molecular cluster, C2H4N4 overall. Source: the Open Molecules 2025 dataset; level of theory: wB97M-V/def2-TZVPD.

Geometry as XYZ:
```
10
Properties=species:S:1:pos:R:3:lowdin_charge:R:1
N -1.10 -1.42 -0.85 0.040
C -0.39 -0.71 0.08 -0.313
C 0.24 -0.42 1.11 0.045
N 1.17 1.45 0.59 0.047
N 0.48 1.65 -0.45 -0.251
N -0.27 1.05 -1.10 0.160
H -0.85 -2.40 -0.89 0.091
H -1.04 -0.99 -1.76 0.061
H 0.66 -0.50 2.09 0.039
H 1.12 2.27 1.19 0.081
```

Output
E_HOMO in eV: -8.782
Orbital gap in eV: 9.32
Spin multiplicity: 1

---

Which of them is the most stable? Correct choice: w.

---

--- w ---
C2H4N4 as an isolated structure. Source: the Open Molecules 2025 dataset; level of theory: wB97M-V/def2-TZVPD.

Geometry as XYZ:
```
10
Properties=species:S:1:pos:R:3:lowdin_charge:R:1
C 1.30 0.49 -0.06 -0.089
N 0.12 -0.26 -0.45 -0.122
C -1.06 -0.88 0.86 -0.216
N -2.14 -0.40 0.79 0.055
N -1.86 0.45 -1.33 0.218
N -0.73 0.31 -1.22 -0.166
H 1.09 1.32 0.63 0.082
H 1.79 0.88 -0.95 0.078
H 1.98 -0.21 0.43 0.077
H -0.49 -1.69 1.29 0.083
```

Output
E_HOMO (alpha / beta) in eV: -9.499 / -9.499
Orbital gap (alpha / beta) in eV: 9.56 / 9.56
Spin multiplicity: 1

---

--- x ---
A 2-piece molecular cluster, C2H4N4 overall. Source: the Open Molecules 2025 dataset; level of theory: wB97M-V/def2-TZVPD.

Geometry as XYZ:
```
10
Properties=species:S:1:pos:R:3:lowdin_charge:R:1
C -0.78 0.77 0.01 -0.174
C 0.14 0.68 1.00 -0.138
N -0.01 -0.78 1.04 -0.040
N -1.09 -0.60 0.11 -0.068
H -1.10 1.61 -0.58 0.085
H 0.68 1.34 1.71 0.095
H -0.35 -1.34 1.82 0.106
H -1.14 -1.10 -0.77 0.097
N 2.31 -0.13 -1.98 0.024
N 1.34 -0.45 -2.38 0.012
```

Output
E_HOMO in eV: -8.490
Orbital gap in eV: 9.90
Spin multiplicity: 1
Structure (SMILES): c1c[nH][nH]1.N#N

---

--- y ---
One molecule with the formula C2H4N4. Source: the Open Molecules 2025 dataset; level of theory: wB97M-V/def2-TZVPD.

Geometry as XYZ:
```
10
Properties=species:S:1:pos:R:3:lowdin_charge:R:1
C 0.90 0.87 0.41 -0.081
C 0.42 -0.25 -0.44 -0.289
N -0.49 -1.29 0.03 0.035
N -1.74 -0.64 0.24 0.010
N -1.56 0.57 0.23 -0.014
N -0.34 0.94 -0.32 -0.082
H 0.88 0.82 1.52 0.121
H 1.60 1.59 0.00 0.098
H 0.99 -0.45 -1.32 0.121
H -0.66 -2.16 -0.35 0.080
```

Output
E_HOMO in eV: -8.731
Orbital gap in eV: 9.70
Spin multiplicity: 1
Structure (SMILES): C1[C@H]2NN=NN12

---

--- z ---
One molecule with the formula C2H4N4. Source: the Open Molecules 2025 dataset; level of theory: wB97M-V/def2-TZVPD.

Geometry as XYZ:
```
10
Properties=species:S:1:pos:R:3:lowdin_charge:R:1
C 0.26 0.07 -1.54 -0.072
N 0.46 -0.51 -0.23 -0.042
N -0.41 -0.17 0.74 -0.144
N -0.48 -0.84 1.82 0.149
C -0.58 0.66 2.14 -0.394
N -0.69 1.58 2.84 0.111
H 0.77 -1.48 -0.16 0.140
H -0.06 1.10 -1.42 0.090
H -0.47 -0.48 -2.13 0.080
H 1.21 0.06 -2.07 0.081
```

Output
E_HOMO in eV: -9.238
Orbital gap in eV: 8.88
Spin multiplicity: 1

---

Which of them is the most stable? Correct choice: x.

---

--- w ---
One molecule with the formula C2H4N4. Source: the Open Molecules 2025 dataset; level of theory: wB97M-V/def2-TZVPD.

Geometry as XYZ:
```
10
Properties=species:S:1:pos:R:3:lowdin_charge:R:1
N -1.63 0.16 -0.15 0.103
C -0.25 0.06 -0.16 -0.382
C 0.72 0.99 0.06 -0.110
N 1.86 0.31 0.45 -0.018
N 1.68 -0.94 0.34 -0.046
N 0.38 -1.18 -0.10 0.017
H -2.06 -0.71 0.16 0.095
H -1.92 0.90 0.48 0.098
H 0.72 2.06 -0.08 0.096
H 0.50 -1.63 -1.01 0.147
```

Output
E_HOMO in eV: -8.921
Orbital gap in eV: 9.63
Spin multiplicity: 1
Structure (SMILES): Nc1cnn[nH]1

---

--- x ---
One molecule with the formula C2H4N4. Source: the Open Molecules 2025 dataset; level of theory: wB97M-V/def2-TZVPD.

Geometry as XYZ:
```
10
Properties=species:S:1:pos:R:3:lowdin_charge:R:1
N -0.27 -1.42 0.44 0.069
C 0.05 -0.12 0.04 -0.428
C -1.00 0.70 -0.08 -0.116
N -0.54 1.93 -0.50 -0.001
N 0.75 1.85 -0.62 -0.032
N 1.14 0.60 -0.30 0.055
H -0.15 -1.67 1.40 0.085
H -0.34 -2.14 -0.25 0.085
H -1.76 -0.08 0.23 0.133
H 2.12 0.34 -0.35 0.150
```

Output
E_HOMO in eV: -9.639
Orbital gap in eV: 10.33
Spin multiplicity: 1
Structure (SMILES): Nc1cnn[nH]1

---

Which of them is the most stable? Correct choice: w.